i:
C20H19IrN5O4S2 | wB97M-V/def2-TZVPD

The geometry in ORCA input format:
```
! RIJCOSX wB97M-V def2-TZVPD def2/J DEFGRID3
* xyz 2 2
Ir -0.552 -0.603 0.689
N 1.380 -1.514 0.313
C 2.082 -1.601 1.571
C 3.437 -1.684 1.684
C 4.020 -1.907 2.952
C 3.240 -2.055 4.063
C 1.833 -1.925 3.967
C 0.946 -2.042 5.061
C -0.402 -1.906 4.865
C -0.875 -1.585 3.585
N -0.061 -1.440 2.556
C 1.274 -1.660 2.708
H 1.183 -2.447 -0.051
H 1.877 -1.005 -0.428
H 4.063 -1.620 0.802
H 5.095 -1.998 3.028
H 3.685 -2.274 5.025
H 1.345 -2.240 6.048
H -1.103 -2.022 5.678
H -1.930 -1.425 3.404
C -3.717 -3.226 -0.166
O -2.667 -2.423 0.470
C -2.029 -1.560 -0.269
O -2.131 -1.265 -1.418
H -3.466 -4.264 0.023
H -3.754 -3.012 -1.229
H -4.655 -2.969 0.315
N -1.902 2.556 -6.385
C -1.143 2.287 -5.309
C -0.934 0.950 -4.897
C -0.148 0.674 -3.815
C 0.447 1.732 -3.111
C 0.252 3.067 -3.500
C -0.535 3.339 -4.585
S 1.424 1.412 -1.748
O 2.139 2.582 -1.336
O 2.095 0.148 -1.853
N 0.273 1.116 -0.533
C -0.021 2.003 0.397
S 0.364 3.698 0.541
C -0.564 3.750 1.962
C -1.082 2.507 2.296
N -0.779 1.543 1.428
H -2.319 1.817 -6.923
H -2.041 3.501 -6.697
H -1.383 0.145 -5.464
H 0.034 -0.349 -3.512
H 0.753 3.861 -2.963
H -0.672 4.362 -4.912
H -0.690 4.675 2.505
H -1.684 2.296 3.168
*
```

Values from the calculation:
Frontier orbital gap (spin up / spin down) ... 0.2315 / 0.1568 hartree
<S²> ... 0.776

***

ii:
C20H19IrN5O4S2 | wB97M-V/def2-TZVPD

The geometry in ORCA input format:
```
! RIJCOSX wB97M-V def2-TZVPD def2/J DEFGRID3
* xyz 2 2
Ir -0.447 0.878 0.802
N 0.158 2.354 2.151
C 0.563 3.551 1.403
C 0.788 4.763 1.983
C 1.221 5.849 1.189
C 1.436 5.689 -0.152
C 1.208 4.437 -0.773
C 1.408 4.189 -2.153
C 1.156 2.944 -2.659
C 0.671 1.936 -1.809
N 0.462 2.143 -0.524
C 0.750 3.373 0.016
H 0.968 2.000 2.659
H -0.560 2.585 2.833
H 0.647 4.897 3.049
H 1.389 6.809 1.656
H 1.778 6.518 -0.757
H 1.756 4.990 -2.793
H 1.300 2.715 -3.704
H 0.427 0.955 -2.191
C 3.540 0.154 1.677
O 2.228 0.761 1.527
C 1.296 -0.009 0.957
O 1.475 -1.148 0.620
H 4.160 0.918 2.132
H 3.928 -0.129 0.702
H 3.470 -0.722 2.317
N 0.005 -6.840 -1.468
C -0.392 -5.580 -1.489
C -1.792 -5.275 -1.496
C -2.195 -3.972 -1.539
C -1.230 -2.950 -1.569
C 0.153 -3.230 -1.564
C 0.574 -4.522 -1.518
S -1.790 -1.265 -1.737
O -0.915 -0.649 -2.681
O -3.198 -1.370 -1.953
N -1.542 -0.569 -0.305
C -2.395 -0.774 0.736
S -3.865 -1.605 0.962
C -3.829 -1.150 2.636
C -2.757 -0.388 2.918
N -1.941 -0.171 1.824
H -0.659 -7.602 -1.460
H 0.986 -7.083 -1.474
H -2.512 -6.083 -1.484
H -3.244 -3.712 -1.571
H 0.865 -2.421 -1.592
H 1.629 -4.766 -1.515
H -4.618 -1.456 3.303
H -2.512 0.036 3.878
*
```

Values from the calculation:
Frontier orbital gap (spin up / spin down) ... 0.3057 / 0.1866 hartree
<S²> ... 0.784

***

Most stable to least stable, the ends of the list are ii and i.

***

i:
C19H23N3O4 | wB97M-V/def2-TZVPD

The geometry in ORCA input format:
```
! RIJCOSX wB97M-V def2-TZVPD def2/J DEFGRID3
* xyz 0 1
C 3.157 -3.932 -2.205
C 2.712 -2.486 -2.020
O 2.558 -2.105 -0.659
C 1.465 -2.677 -0.016
C 1.579 -3.875 0.666
C 0.477 -4.417 1.307
C -0.740 -3.760 1.256
C -0.863 -2.552 0.593
C 0.240 -1.989 -0.037
N 0.236 -0.759 -0.691
C -0.786 0.146 -0.799
O -1.939 -0.085 -0.451
N -0.434 1.339 -1.338
C 0.883 1.728 -1.810
C 0.706 3.182 -2.249
C -0.765 3.254 -2.651
C -1.432 2.371 -1.603
C -1.717 3.155 -0.301
O -1.332 4.291 -0.116
N -2.440 2.439 0.577
C -2.630 2.863 1.945
C -1.748 2.095 2.881
C -1.278 0.815 2.829
C -0.476 0.643 3.985
C -0.522 1.827 4.650
O -1.287 2.713 3.988
H 4.070 -4.117 -1.646
H 2.385 -4.616 -1.859
H 3.344 -4.119 -3.259
H 3.475 -1.806 -2.408
H 1.772 -2.319 -2.566
H 2.536 -4.372 0.697
H 0.571 -5.351 1.839
H -1.604 -4.185 1.743
H -1.809 -2.039 0.555
H 1.164 -0.472 -0.972
H 1.632 1.637 -1.017
H 1.183 1.100 -2.660
H 1.382 3.451 -3.058
H 0.874 3.851 -1.406
H -1.149 4.271 -2.607
H -0.920 2.846 -3.650
H -2.360 1.904 -1.947
H -2.608 1.459 0.359
H -3.684 2.728 2.217
H -2.383 3.927 2.006
H -1.473 0.084 2.072
H 0.055 -0.242 4.271
H -0.075 2.156 5.567
*
```

Values from the calculation:
Frontier orbital gap ... 0.3302 hartree
SMILES string ... CCOc1ccccc1NC(=O)N1CCC[C@@H]1C(=O)NCc1ccco1

***

ii:
C19H23N3O4 | wB97M-V/def2-TZVPD

The geometry in ORCA input format:
```
! RIJCOSX wB97M-V def2-TZVPD def2/J DEFGRID3
* xyz 0 1
C 2.057 3.097 -2.070
C 1.191 1.852 -1.907
O 1.895 0.770 -1.333
C 2.202 0.782 -0.002
C 1.717 1.694 0.926
C 2.091 1.613 2.257
C 2.961 0.626 2.681
C 3.442 -0.297 1.769
C 3.059 -0.247 0.436
N 3.593 -1.181 -0.464
C 3.013 -1.954 -1.429
O 3.682 -2.574 -2.226
N 1.635 -2.005 -1.499
N 0.786 -1.689 -0.454
C 0.851 -2.285 0.762
O 1.519 -3.261 1.008
C -0.006 -1.586 1.822
O -0.830 -0.561 1.334
C -1.979 -0.897 0.647
C -2.315 -2.198 0.300
C -3.489 -2.439 -0.392
C -4.319 -1.395 -0.743
C -3.988 -0.086 -0.412
C -4.894 1.041 -0.802
C -2.810 0.172 0.288
C -2.430 1.576 0.655
H 1.489 3.876 -2.572
H 2.932 2.857 -2.669
H 2.392 3.469 -1.105
H 0.889 1.479 -2.889
H 0.285 2.077 -1.329
H 1.052 2.485 0.620
H 1.702 2.335 2.959
H 3.263 0.571 3.715
H 4.116 -1.079 2.084
H 4.577 -1.384 -0.355
H 1.310 -2.736 -2.123
H 0.286 -0.812 -0.541
H -0.572 -2.341 2.381
H 0.685 -1.096 2.516
H -1.670 -3.024 0.554
H -3.748 -3.453 -0.658
H -5.233 -1.592 -1.283
H -5.238 1.580 0.080
H -4.371 1.752 -1.440
H -5.761 0.668 -1.339
H -3.205 2.030 1.271
H -1.497 1.579 1.210
H -2.318 2.188 -0.240
*
```

Values from the calculation:
Frontier orbital gap ... 0.3345 hartree
SMILES string ... CCOc1ccccc1NC(=O)NNC(=O)COc1cccc(C)c1C

***

Most stable to least stable, the ends of the list are i and ii.

***

i:
H43O21 | wB97M-V/def2-TZVPD

The geometry in ORCA input format:
```
! RIJCOSX wB97M-V def2-TZVPD def2/J DEFGRID3
* xyz 1 1
O -2.626 -1.671 1.925
H -1.585 -3.385 1.254
H -3.341 -2.196 2.180
O -2.670 0.974 2.351
H -2.764 1.877 1.747
H -2.541 -0.720 2.210
O -2.030 -1.755 -1.155
H -2.221 -2.549 -1.639
H -1.355 -1.256 -1.427
O 1.941 -0.264 1.230
H 0.707 -0.748 -0.358
H 4.754 -0.658 0.461
O 0.814 -3.018 2.597
H 1.753 -3.090 2.315
H 0.401 -2.280 2.068
O 0.386 -1.601 -0.818
H 1.683 0.637 0.935
H 0.978 -1.450 -1.618
O -0.588 2.720 3.716
H 0.303 2.338 3.737
H -1.071 2.655 4.501
O 2.925 -0.204 -2.129
H 3.738 0.390 -1.829
H 2.867 -1.091 -1.704
O -3.194 3.460 0.280
H -4.187 3.715 0.060
H -2.727 4.276 0.713
O 3.007 -3.007 -2.196
H 2.152 -3.006 -2.746
H 3.005 -3.649 -1.450
O -0.800 0.917 -0.330
H -0.356 1.628 -0.687
H -1.088 0.955 0.507
O 3.066 3.377 1.066
H 2.966 3.707 1.949
H 2.766 4.152 0.689
O -2.213 2.092 -4.797
H -2.469 2.459 -3.880
H -1.210 2.118 -5.042
O 0.303 0.258 -3.952
H -0.137 0.669 -4.729
H -3.025 -0.224 -2.319
O -1.599 -3.050 -3.342
H -2.171 -3.768 -3.597
H 1.134 0.361 -3.908
O -1.302 -0.762 4.802
H 2.805 -0.598 1.093
O 3.267 0.863 3.966
H 2.943 1.165 2.984
H 2.748 0.110 3.918
O -3.810 -0.422 -2.940
H -3.985 0.412 -3.211
H -3.292 1.113 3.039
O 4.378 0.162 0.178
H -2.041 -2.398 -4.031
H 4.602 0.769 0.912
O 1.463 3.091 -1.513
H 2.049 2.409 -1.335
H 1.210 3.020 -0.537
O -1.139 -3.040 0.503
H -2.034 -2.092 -0.114
H -0.148 -3.134 0.305
H -0.730 -0.287 4.154
H -0.669 -1.475 4.988
*
```

Values from the calculation:
Frontier orbital gap ... 0.3949 hartree

***

ii:
H43O21 | wB97M-V/def2-TZVPD

The geometry in ORCA input format:
```
! RIJCOSX wB97M-V def2-TZVPD def2/J DEFGRID3
* xyz 1 1
O 2.840 0.661 -4.095
H -4.116 -1.214 0.817
H 0.996 2.261 -2.909
O -0.517 -1.861 4.257
H -1.135 -1.191 3.965
H -0.890 -1.938 -4.498
O -3.820 -0.313 0.903
H -3.836 0.254 1.689
H 1.568 2.866 1.491
O -1.157 -3.732 0.325
H -1.989 4.852 1.935
H -2.121 1.596 2.604
O -1.266 0.107 1.276
H -2.031 -0.127 0.652
H -0.609 -0.763 1.559
O -1.956 4.210 1.214
H -0.001 -3.928 -2.793
H -0.263 4.654 -1.251
O 1.160 -0.457 -0.360
H -0.624 0.450 0.603
H -2.740 4.473 0.713
O -0.972 -1.597 -3.599
H 3.268 0.211 -3.373
H 2.321 0.158 4.330
O 2.800 -1.618 -1.994
H -0.714 2.682 -0.306
H 3.277 -4.467 0.344
O 1.717 2.322 0.720
H -0.325 -4.039 -0.124
H -2.364 -0.078 -2.178
O 0.123 -3.506 -1.960
H -0.133 -2.591 -2.192
H 1.050 0.352 -0.870
O 0.161 -1.750 1.734
H 0.113 -2.610 2.169
H 1.316 -1.193 -0.939
O -1.094 1.863 -0.666
H 2.946 -2.571 -1.954
H -1.990 2.160 -0.382
O 0.161 4.562 -0.406
H 1.096 4.354 -0.488
H -1.911 -1.632 -3.388
O 1.357 2.015 -2.058
H -1.636 0.317 -1.192
H -0.881 -2.720 4.475
O -3.857 2.200 -1.138
H 1.956 0.326 -4.219
O 4.705 -0.777 1.352
H 4.513 -1.487 1.971
H 2.312 0.768 2.916
O -2.384 -0.330 -1.231
H 3.447 -1.200 -1.420
H 4.530 -1.182 0.498
O -3.034 1.756 2.350
H 2.650 2.319 0.488
H 0.785 -1.362 2.385
O 1.775 0.271 3.545
H -3.250 2.642 2.652
H -1.367 -3.621 -0.625
O 3.312 -3.541 0.096
H 2.380 -3.299 0.016
H 2.100 1.427 -2.068
H -4.045 2.365 -0.213
H -3.707 1.242 -1.157
*
```

Values from the calculation:
Frontier orbital gap ... 0.4069 hartree

***

Most stable to least stable, the ends of the list are ii and i.

***

i:
C5H13NOS | wB97M-V/def2-TZVPD

The geometry in ORCA input format:
```
! RIJCOSX wB97M-V def2-TZVPD def2/J DEFGRID3
* xyz 0 1
C -0.841 2.669 2.225
S 0.569 1.504 2.130
C 0.755 1.054 0.435
C 0.176 -0.309 0.190
C 0.091 -0.763 -1.228
N 1.259 -1.437 -1.765
C -1.001 -1.969 -1.273
O -1.361 -2.213 -2.627
H -0.328 3.627 2.265
H -1.349 2.651 3.202
H -1.598 2.650 1.413
H 1.860 0.998 0.226
H 0.373 1.883 -0.142
H 0.742 -1.166 0.701
H -0.852 -0.404 0.688
H -0.342 0.086 -1.956
H 1.083 -2.028 -2.567
H 2.112 -0.939 -1.655
H -0.634 -2.812 -0.723
H -1.926 -1.569 -0.838
H -1.271 -3.125 -2.915
*
```

Values from the calculation:
Frontier orbital gap ... 0.3404 hartree
SMILES string ... CSCC[C@@H](N)CO

***

ii:
C5H13NOS | wB97M-V/def2-TZVPD

The geometry in ORCA input format:
```
! RIJCOSX wB97M-V def2-TZVPD def2/J DEFGRID3
* xyz 0 1
C -0.436 3.145 1.269
S -1.894 2.314 0.607
C -1.386 0.592 0.554
C -0.062 0.197 -0.087
C -0.041 -1.317 -0.175
N -0.768 -1.840 -1.326
C 1.410 -1.844 -0.223
O 2.086 -1.042 -1.221
H 0.363 3.162 0.532
H -0.046 2.657 2.165
H -0.811 4.116 1.565
H -2.223 0.006 0.173
H -1.411 0.184 1.573
H 0.036 0.595 -1.102
H 0.799 0.626 0.423
H -0.418 -1.835 0.705
H -0.188 -2.480 -1.845
H -1.037 -1.079 -1.935
H 1.943 -1.716 0.717
H 1.420 -2.858 -0.617
H 2.666 -1.584 -1.753
*
```

Values from the calculation:
Frontier orbital gap ... 0.3358 hartree
SMILES string ... CSCC[C@@H](N)CO

***

iii:
C5H13NOS | wB97M-V/def2-TZVPD

The geometry in ORCA input format:
```
! RIJCOSX wB97M-V def2-TZVPD def2/J DEFGRID3
* xyz 0 1
C 0.269 1.934 0.143
C 1.714 1.576 -0.070
S 1.984 -0.158 0.178
C -0.469 0.949 -0.846
N -1.631 0.479 -0.357
C -1.531 -0.518 0.645
C -2.133 -1.829 0.043
O -1.675 -2.916 0.810
H 0.061 2.990 -0.031
H -0.020 1.678 1.161
H 2.003 1.798 -1.092
H 2.399 2.147 0.559
H 1.350 1.326 -3.790
H 1.181 1.410 -4.509
H 0.352 0.123 -0.907
H -0.703 1.491 -1.764
H -2.176 -0.294 1.493
H -0.506 -0.729 0.970
H -1.937 -1.954 -1.021
H -3.212 -1.785 0.136
H -1.157 -3.494 0.246
*
```

Values from the calculation:
Frontier orbital gap ... 0.2157 hartree

***

Most stable to least stable, the ends of the list are ii and iii.

***

i:
C4H15N2O | wB97M-V/def2-TZVPD

The geometry in ORCA input format:
```
! RIJCOSX wB97M-V def2-TZVPD def2/J DEFGRID3
* xyz 1 1
C -0.024 -0.325 -0.963
N -0.067 -1.681 -1.494
C 0.622 -0.343 0.423
N 0.096 -1.587 1.118
C 1.233 0.930 2.539
C 0.383 0.877 1.291
H -1.057 0.053 -0.878
H 0.488 0.419 -1.566
H -0.799 -1.768 -2.194
H 0.812 -1.931 -1.949
H 1.694 -0.516 0.317
H -0.841 -1.403 1.469
H 0.010 -2.301 0.371
H 0.668 -1.857 1.912
H 1.129 1.878 3.067
H 2.294 0.808 2.328
H 1.017 0.178 3.301
H -0.695 0.947 1.504
H 0.585 1.754 0.660
H -2.465 1.888 -3.141
H -1.913 2.785 -2.052
O -1.765 1.928 -2.467
*
```

Values from the calculation:
Frontier orbital gap ... 0.4153 hartree

***

ii:
C4H15N2O | wB97M-V/def2-TZVPD

The geometry in ORCA input format:
```
! RIJCOSX wB97M-V def2-TZVPD def2/J DEFGRID3
* xyz 1 1
C -0.543 -1.535 1.228
N 0.895 -1.615 1.547
C -0.835 0.018 1.190
N 0.046 0.480 0.085
C 1.015 1.550 0.424
C -2.299 0.207 0.807
H -1.195 -2.156 1.832
H -0.787 -1.902 0.211
H 0.983 -2.160 2.409
H 1.318 -2.386 1.018
H -0.685 0.323 2.217
H -0.543 0.840 -0.676
H 0.546 -0.291 -0.359
H 1.661 1.833 -0.407
H 1.576 1.175 1.270
H 0.741 2.574 0.717
H -2.515 -0.271 -0.160
H -2.522 1.247 0.513
H -3.015 -0.057 1.575
H 2.203 0.923 -4.746
H 0.882 0.386 -5.016
O 1.355 0.786 -4.296
*
```

Values from the calculation:
Frontier orbital gap ... 0.4256 hartree

***

Most stable to least stable, the ends of the list are i and ii.

***

i:
C4H15N2O | wB97M-V/def2-TZVPD

The geometry in ORCA input format:
```
! RIJCOSX wB97M-V def2-TZVPD def2/J DEFGRID3
* xyz 1 1
C -1.091 0.272 1.483
N -0.888 -0.717 2.496
C 0.220 0.459 0.727
N 0.510 -0.860 -0.024
C 1.946 -1.132 0.062
C 0.311 1.664 -0.217
H -1.299 1.273 1.843
H -1.841 0.094 0.711
H -0.742 -0.309 3.411
H -1.628 -1.391 2.663
H 1.020 0.609 1.452
H 0.227 -0.774 -0.998
H -0.091 -1.537 0.469
H 2.493 -0.269 -0.313
H 2.167 -2.038 -0.517
H 2.241 -1.377 1.073
H -0.600 2.265 -0.122
H 0.205 1.461 -1.288
H 1.190 2.280 -0.019
H -2.185 0.171 -4.104
H -0.865 0.042 -4.810
O -1.299 -0.187 -3.979
*
```

Values from the calculation:
Frontier orbital gap ... 0.4112 hartree

***

ii:
C4H15N2O | wB97M-V/def2-TZVPD

The geometry in ORCA input format:
```
! RIJCOSX wB97M-V def2-TZVPD def2/J DEFGRID3
* xyz 1 1
C 0.617 0.392 0.422
N 0.844 0.210 1.852
C -0.853 0.240 0.042
N -0.902 0.231 -1.486
C -1.981 -0.639 -2.018
C -1.694 1.394 0.546
H 1.093 1.299 0.024
H 1.152 -0.450 -0.039
H 0.597 0.997 2.428
H 1.847 0.091 1.963
H -1.154 -0.750 0.338
H -0.964 1.176 -1.869
H -0.029 -0.155 -1.840
H -1.757 -1.656 -1.773
H -2.975 -0.388 -1.661
H -2.005 -0.603 -3.109
H -2.337 1.842 -0.226
H -2.359 1.207 1.383
H -1.077 2.262 0.807
H 3.512 -2.569 0.776
H 2.664 -1.271 0.734
O 3.559 -1.612 0.719
*
```

Values from the calculation:
Frontier orbital gap ... 0.3810 hartree

***

Most stable to least stable, the ends of the list are i and ii.